[1]
3 unconnected molecules or ions with the total composition C5H15NO2 in a non-equilibrium geometry, computed with ωB97M-V/def2-TZVPD.

Structure (XYZ):
```
23
Properties=species:S:1:pos:R:3:forces:R:3
O 4.3738 2.9066 0.3851 0.0 0.2 -0.3
O -2.7970 2.6991 -0.4907 0.0 0.6 0.0
N 1.1306 -1.4704 -0.1346 -1.5 0.7 0.2
C 1.2827 -2.5722 -1.0826 -0.4 0.5 2.0
C -1.3792 -1.3565 -0.3003 -2.2 -0.8 1.5
C -0.0921 -0.2782 1.5079 0.6 -0.1 0.0
C -2.4539 -0.2120 -0.1049 0.8 0.8 -2.5
C -0.1181 -1.0952 0.4448 1.0 0.9 -0.9
H -1.8842 -2.2614 0.2049 0.8 0.9 -0.9
H 1.8399 -1.2650 0.5365 0.8 -0.4 -0.1
H 1.1917 -3.5029 -0.4737 0.0 0.0 -1.3
H -2.7860 3.6361 -0.2594 -0.1 -0.1 -0.1
H -0.9125 0.2852 1.9364 0.0 -0.4 -0.2
H -3.1245 -0.3598 -0.9899 -0.3 -0.1 1.2
H -1.2908 -1.6416 -1.3579 0.3 0.4 0.4
H 4.6412 2.3358 1.1071 -0.2 0.0 0.1
H 3.4334 3.0923 0.4863 0.2 -0.2 0.2
H -2.1249 0.8644 -0.3063 0.3 -1.9 0.6
H 0.9122 -0.0302 1.8386 -0.1 0.1 0.5
H 0.5299 -2.3798 -1.8246 -0.5 -0.8 -0.3
H -3.5898 2.5650 -1.0179 0.0 0.1 0.0
H 2.2117 -2.4706 -1.6073 0.7 -0.2 0.0
H -2.9462 -0.2011 0.8619 -0.2 -0.3 -0.1
```
Positions in Å, forces in eV/Å.

As for the LUMO energy: 0.7 eV. As for the structure (SMILES): C=C(CC)NC.O.O. The calculation puts the relative energy (zero: lowest compared OMol25 entry of this formula, charge and spin) at 2.305 eV. As for the HOMO-LUMO gap: 0.299 Eh.

---

[2]
2 unconnected molecules or ions with the total composition C5H15NO2 in a non-equilibrium geometry, computed with ωB97M-V/def2-TZVPD.

Structure (XYZ):
```
23
Properties=species:S:1:pos:R:3:forces:R:3
O 1.1324 -0.7280 1.3687 0.3 -0.2 0.1
O -0.6359 -2.5468 2.5114 0.0 -0.4 0.0
N 0.8478 1.0730 -1.1297 -0.1 0.3 -0.3
C -0.5308 0.7120 -0.8015 0.3 -0.3 -0.8
C -2.5887 -0.3450 -1.6762 -0.8 -0.4 -1.5
C 1.3872 0.6704 1.3148 -0.5 0.0 -0.5
C -1.3638 0.4532 -2.0674 0.4 0.9 0.9
C 1.8370 1.1456 -0.0623 0.3 0.4 0.9
H -0.2534 -2.7039 3.3774 -0.1 0.0 0.2
H -0.4936 -0.2507 -0.2938 -0.1 0.3 0.6
H -1.0453 1.5120 -0.2529 -0.1 -0.4 0.5
H -3.3139 -0.3196 -2.5060 0.1 0.1 0.2
H 0.8329 1.9636 -1.6138 0.1 -0.2 -0.1
H -1.6580 1.4263 -2.4723 0.0 -0.1 -0.2
H 0.4294 1.1408 1.5325 0.0 0.0 0.2
H -0.7278 -0.0405 -2.8006 -0.2 -0.2 -0.1
H 2.0889 0.9924 2.0858 0.2 -0.1 0.0
H -2.3379 -1.4017 -1.5996 0.0 0.0 0.5
H -3.1309 0.0078 -0.7983 0.4 0.0 0.1
H 0.1323 -2.5165 1.9298 -0.3 0.3 0.0
H 2.7493 0.6043 -0.3250 0.0 -0.2 -0.2
H 1.9591 -1.2219 1.3260 0.1 0.3 -0.1
H 2.1770 2.1773 0.1273 -0.2 0.0 -0.3
```
Positions in Å, forces in eV/Å.

As for the LUMO energy: 0.7 eV. As for the structure (SMILES): CCCNCCO.O. The calculation puts the relative energy (zero: lowest compared OMol25 entry of this formula, charge and spin) at 1.487 eV. As for the HOMO-LUMO gap: 0.342 Eh.

---

[3]
2 unconnected molecules or ions with the total composition C5H15NO2 in a non-equilibrium geometry, computed with ωB97M-V/def2-TZVPD.

Structure (XYZ):
```
23
Properties=species:S:1:pos:R:3:forces:R:3
O 0.7670 -2.6490 -2.0254 -2.2 -2.4 0.2
O -1.1752 0.5309 4.3443 0.2 0.0 -1.4
N 0.1380 1.5869 -0.2776 -0.5 0.9 -0.4
C 0.1635 -0.7078 0.9415 -4.6 1.4 0.6
C 0.9887 -1.3858 -2.4839 2.1 0.9 1.3
C 1.4322 -0.3087 -1.4165 -0.9 0.4 -1.4
C 0.1527 0.0800 -0.4767 3.0 1.5 2.4
C -1.2377 2.1196 -0.0879 -0.8 -3.9 0.1
H 0.7310 2.0287 0.4564 -0.4 -1.4 -0.8
H 1.7620 -1.5081 -3.2376 0.2 0.8 -0.5
H 1.2891 -3.0228 -1.3427 1.1 0.2 0.8
H 0.1897 -0.0760 1.9090 1.3 -0.7 -1.8
H 2.4680 -0.5453 -0.9276 -2.1 0.3 -0.5
H 1.5876 0.5445 -2.1654 0.0 -0.6 1.6
H -1.7730 0.1728 3.6662 0.3 0.2 0.4
H -1.8634 1.8835 -1.0221 0.7 -0.5 1.4
H -1.6280 1.5452 0.8859 -0.2 1.7 -2.0
H 0.0502 -1.1106 -2.9135 -0.5 0.7 -0.5
H -0.7806 -0.1353 -0.9488 -0.3 -0.3 -0.7
H -1.6229 0.4167 5.1660 -0.5 -0.1 0.9
H -1.0045 -1.0494 1.2223 2.8 0.2 -1.3
H 0.7782 -1.5712 0.8376 0.5 -0.6 0.7
H -1.4127 3.1612 -0.1035 0.8 1.3 0.9
```
Positions in Å, forces in eV/Å.

As for the LUMO energy: 0.7 eV. As for the structure (SMILES): CN[C@H](C)CCO.O. The calculation puts the relative energy (zero: lowest compared OMol25 entry of this formula, charge and spin) at 3.409 eV. As for the HOMO-LUMO gap: 0.333 Eh.

---

[4]
2 unconnected molecules or ions with the total composition C5H15NOS in a non-equilibrium geometry, computed with ωB97M-V/def2-TZVPD.

Structure (XYZ):
```
23
Properties=species:S:1:pos:R:3:forces:R:3
S -0.0715 0.3757 -4.2852 0.5 -0.1 0.3
O -3.5766 0.8349 3.0511 0.2 -0.3 -0.3
N -0.2142 -0.5363 1.5701 0.0 -0.4 0.4
C 0.5748 -0.3496 2.7479 1.0 1.0 1.5
C 0.0627 0.2593 -0.7786 1.1 -0.9 -0.3
C 1.1723 0.6049 -1.7968 -0.2 0.4 0.2
C 1.1811 -0.2389 -3.0573 -0.7 -0.2 -0.6
C 0.5327 -0.7253 0.3128 -1.3 0.4 0.5
H -0.9472 0.1557 1.5749 0.2 0.1 -0.6
H -2.9201 0.3263 2.5559 -0.1 0.1 0.2
H 1.5871 -0.6503 0.5482 0.3 0.1 -0.2
H 1.0694 1.6473 -2.1002 0.0 0.0 -0.1
H 1.3056 -1.1338 2.9843 -0.5 -0.3 -0.4
H -0.2830 1.1566 -0.2817 -0.3 0.2 -0.1
H -1.0074 0.5773 -3.3536 -0.2 0.0 -0.1
H 0.9133 -1.2846 -2.9039 0.2 0.0 0.4
H -4.3730 0.3038 2.9497 -0.1 0.1 0.1
H 1.1917 0.5772 2.8026 -0.1 -0.1 -0.6
H -0.0405 -0.2201 3.6475 -0.2 -0.4 -0.3
H 2.1344 -0.2365 -3.5791 0.1 0.2 0.0
H 0.2968 -1.7385 0.0050 0.4 -0.3 -0.3
H 2.1246 0.5674 -1.2853 0.4 -0.2 0.1
H -0.7131 -0.2725 -1.3284 -0.6 0.5 0.1
```
Positions in Å, forces in eV/Å.

As for the LUMO energy: 0.8 eV. As for the structure (SMILES): CNCCCCS.O. The calculation puts the relative energy (zero: lowest compared OMol25 entry of this formula, charge and spin) at 1.106 eV. As for the HOMO-LUMO gap: 0.347 Eh.

---

[5]
2 unconnected molecules or ions with the total composition C5H15NP in a non-equilibrium geometry, computed with ωB97M-V/def2-TZVPD.

Structure (XYZ):
```
22
Properties=species:S:1:pos:R:3:forces:R:3
P -0.1924 -0.0346 0.0367 1.0 -0.3 -0.5
N 2.5952 -1.3997 1.3007 0.8 -1.5 -0.3
C -1.9637 1.0199 -1.7720 1.1 2.7 -3.7
C 0.8268 -0.9687 -1.1867 1.0 -0.8 0.5
C 3.6326 -2.0560 1.6695 -0.6 2.0 3.1
C -1.8503 0.7395 -0.3428 0.6 -1.3 1.8
C -2.1725 1.8374 0.6611 2.5 -0.7 1.9
H -1.6389 2.7553 0.5962 0.6 0.8 -0.8
H -1.4011 0.3801 -2.5211 -0.6 0.3 1.3
H -1.9142 1.5258 1.7345 -0.8 0.0 -1.4
H 0.6953 0.8861 0.6058 -0.1 0.4 -0.4
H -0.2646 -0.8148 1.1791 -0.4 -0.5 0.0
H 0.3692 -1.7576 -1.7800 -0.7 0.0 0.5
H 4.1922 -2.8014 1.1596 0.1 -0.3 -1.2
H 2.2391 -0.8968 2.1032 0.2 0.5 0.1
H 1.6991 -1.4142 -0.6074 -1.5 0.4 0.0
H -2.5883 0.0281 0.0108 0.2 -1.0 -0.4
H -1.5327 2.0740 -1.9677 -0.4 -1.5 0.3
H -3.1813 2.0138 0.5347 -2.2 0.6 0.2
H 4.0195 -1.8259 2.7246 -0.3 -0.7 -1.4
H 1.3939 -0.4240 -1.9193 -0.3 1.3 -0.3
H -2.9630 1.1339 -2.2193 0.0 -0.4 0.8
```
Positions in Å, forces in eV/Å.

The total charge is +1. As for the LUMO energy: -2.7 eV. The calculation puts the relative energy (zero: lowest compared OMol25 entry of this formula, charge and spin) at 1.535 eV. As for the HOMO-LUMO gap: 0.404 Eh.

---

[6]
A gas-phase ion, C5H15NP (charge +1) in a non-equilibrium geometry, computed with ωB97M-V/def2-TZVPD.

Structure (XYZ):
```
22
Properties=species:S:1:pos:R:3:forces:R:3
P -2.3623 -0.8377 -0.9870 0.7 0.2 -0.3
N -0.4338 1.5689 0.1822 -0.3 -1.3 -0.8
C 0.8364 2.0244 -0.4272 -0.7 4.8 0.3
C -0.1493 -2.3235 0.1920 0.5 1.5 1.4
C -0.4649 -0.9081 -0.4256 -1.3 -0.2 3.9
C -0.2908 0.1625 0.8510 1.4 -0.8 -3.4
C 1.0468 0.0226 1.6179 -0.1 1.4 -2.2
H -1.1567 1.4339 -0.5437 0.3 -0.3 -0.1
H 1.3291 1.3714 -1.0452 1.1 -2.3 -0.7
H 0.9415 -0.9478 2.0303 0.2 -0.4 1.5
H 1.4917 2.5204 0.3685 -0.9 -1.0 -1.3
H 0.5482 2.8305 -1.2020 0.4 -0.8 1.5
H 1.9922 -0.0645 0.9649 -1.6 0.5 0.7
H -0.4578 -2.9764 -0.5873 -0.4 -1.2 0.0
H -0.8388 2.3706 0.6496 0.1 -0.1 1.2
H -2.3288 -1.5668 -2.2088 0.3 0.3 0.2
H 0.1683 -0.5531 -1.1797 0.9 0.1 -1.5
H -3.0877 -1.9039 -0.3453 0.9 0.4 0.2
H -1.1213 -0.0707 1.4489 -1.1 0.4 1.2
H 1.0644 0.9450 2.2409 0.6 -1.2 0.4
H -0.7981 -2.2941 1.1385 0.7 -0.9 -1.4
H 0.9157 -2.6068 0.5345 -1.5 0.9 -0.8
```
Positions in Å, forces in eV/Å.

The total charge is +1. As for the LUMO energy: -3.1 eV. As for the structure (SMILES): C[NH2+][C@H](C)[C@@H](C)P. The calculation puts the relative energy (zero: lowest compared OMol25 entry of this formula, charge and spin) at 1.531 eV. As for the HOMO-LUMO gap: 0.371 Eh.